The following is a DFT calculation (ωB97M-V/def2-TZVPD) of a cluster of 2 separate species, C8H16N3O2S in total.

The geometry in XYZ format:
```
30
Properties=species:S:1:pos:R:3:lowdin_charge:R:1
C 0.96435 0.23436 -1.08824 -0.205
C 1.05636 -0.42245 0.25606 -0.459
C 1.51416 -1.81483 -1.46693 -0.340
C 1.65536 -2.96849 -2.42556 0.022
C 3.24521 0.46318 1.47739 -0.031
C -3.62681 0.25114 -0.00666 -0.101
C -3.05403 2.67638 0.27073 -0.026
C 1.68068 0.11776 1.44694 -0.146
N 1.34260 -1.77712 -0.13074 0.186
N 1.26993 -0.67743 -2.07773 0.121
N -2.84887 1.25936 0.68854 -0.456
O -0.22823 0.01686 -0.20391 -0.086
O -1.08896 2.00915 2.22728 -0.352
S -1.75312 0.84525 1.75910 1.178
H 1.16167 1.29248 -1.44135 0.174
H 0.77079 -3.54547 -2.22321 0.086
H 1.52371 -2.54576 -3.43554 0.103
H 2.49506 -3.52066 -2.26972 0.047
H 3.90238 -0.16828 0.91815 0.064
H 3.51650 0.23951 2.53300 0.094
H 3.36688 1.37737 1.02494 0.043
H -3.57512 0.39815 -1.11345 0.114
H -3.23546 -0.78702 0.13815 0.103
H -4.79227 0.30164 0.17709 0.146
H -4.23007 2.91386 0.32070 0.162
H -2.61789 3.40160 0.92511 0.070
H -2.68384 2.78092 -0.75452 0.110
H 1.14404 0.97176 1.93838 0.107
H 1.54006 -0.77146 2.11766 0.126
H 1.58493 -2.55180 0.41835 0.146
```

Computed properties:
E_HOMO ... -0.44751 Ha
Strongest force on any atom ... 0.073 hartree/bohr
Orbital gap ... 6.4 eV
Charge ... +1
DFT total energy ... -1026.988828 Eh
Lowest unoccupied orbital energy ... -5.73 eV
ΔE to the lowest compared entry with this formula, charge and spin ... 101.3 kcal/mol
Spin multiplicity ... 1



The following is a DFT calculation (ωB97M-V/def2-TZVPD) of a cluster of 2 separate species, C8H16N3O4 in total.

The geometry in XYZ format:
```
31
Properties=species:S:1:pos:R:3:lowdin_charge:R:1
C 0.21433 1.16762 1.23928 -0.693
C 2.85755 0.13733 -1.44700 -0.095
C -2.29380 -0.97528 0.40896 -0.228
C -1.19655 -1.83605 0.96204 -0.246
C -1.79964 0.36121 -0.12410 -0.156
C -0.13220 -2.24883 0.06499 -0.201
C -1.35978 1.40022 0.95159 -0.276
C 4.09025 -0.02347 -0.66373 -0.260
N 4.35087 0.43233 0.46000 -0.081
N 1.16322 -2.16055 0.12704 -0.081
N -1.59552 2.76301 0.47952 0.032
O 0.97346 1.71066 0.49903 0.031
O 1.75352 -1.40635 1.04096 -0.018
O 0.37669 0.36533 2.13281 -0.003
O 3.56642 1.06748 1.34708 -0.044
H 2.92197 0.57818 -2.37426 0.030
H 1.90058 0.44322 -0.96850 0.056
H 2.40130 -0.93486 -1.53448 0.089
H -3.06795 -0.74456 1.15671 0.112
H -2.76271 -1.55303 -0.35639 0.091
H -0.78527 -1.36959 1.83412 0.086
H -1.68730 -2.76240 1.37802 0.121
H -1.09057 0.08825 -0.87249 0.094
H -2.68575 0.83752 -0.68601 0.125
H 1.11786 -0.74946 1.58488 0.060
H -0.44739 -3.20950 -0.41886 0.104
H -1.80350 1.29874 1.91008 0.120
H 4.99264 -0.43303 -1.14512 0.099
H -0.85991 3.01728 -0.16110 0.061
H -1.45439 3.34310 1.24140 0.030
H 2.63807 1.04107 0.99469 0.042
```

Computed properties:
E_HOMO (alpha / beta) ... -0.07631 / -0.18131 Ha
Strongest force on any atom ... 0.163 hartree/bohr
Orbital gap (alpha / beta) ... 5.7 / 6.6 eV
Charge ... -1
DFT total energy ... -779.429879 Eh
<S²> ... 2.0071
Lowest unoccupied orbital energy (alpha / beta) ... 3.67 / 1.68 eV
Spin multiplicity ... 3



The following is a DFT calculation (ωB97M-V/def2-TZVPD) of the ion C8H16N4 with charge +2.

The geometry in XYZ format:
```
28
Properties=species:S:1:pos:R:3:lowdin_charge:R:1
C -1.45296 1.62872 0.53789 -0.054
C -0.27152 2.23083 0.32008 -0.087
C -1.90963 0.43646 -0.05107 -0.231
C -1.30824 -0.27620 -0.99538 -0.162
C 1.57935 -1.71468 0.36860 -0.076
C 2.34183 -0.92958 1.39599 0.008
C 1.13747 -0.30800 0.57847 -0.203
C 1.33546 0.70770 -0.43073 -0.280
N -1.50928 -1.52487 -1.43071 0.134
N 2.24627 0.44972 -1.36621 0.246
N 0.72305 1.88654 -0.54959 0.123
N -3.05259 -0.22668 0.75537 0.278
H -2.06832 1.88048 1.43605 0.149
H -0.27880 3.31508 0.61790 0.163
H 2.08848 -1.94870 -0.49471 0.085
H 0.90410 -2.49133 0.63950 0.116
H 2.22774 -0.67310 2.44060 0.119
H 3.40041 -0.56788 1.18025 0.148
H 0.27738 -0.21985 1.29572 0.157
H -2.03832 -2.26732 -0.99764 0.114
H -0.74524 -1.87047 -2.14994 0.192
H 2.55469 1.11564 -2.09288 0.174
H 2.74430 -0.40834 -1.39731 0.116
H -0.51461 0.17588 -1.50098 0.113
H 1.28007 2.58080 -0.92183 0.154
H -2.42644 -0.50506 1.45773 0.143
H -3.53096 -0.90900 0.17960 0.168
H -3.73370 0.43324 1.17523 0.192
```

Computed properties:
E_HOMO ... -0.56487 Ha
Strongest force on any atom ... 0.091 hartree/bohr
Orbital gap ... 8.0 eV
Charge ... +2
DFT total energy ... -532.749509 Eh
SMILES ... N/C=C([NH3+])/C=C\[NH+]=C(\N)C1CC1
Lowest unoccupied orbital energy ... -7.35 eV
ΔE to the lowest compared entry with this formula, charge and spin ... 41.4 kcal/mol
Spin multiplicity ... 1



The following is a DFT calculation (ωB97M-V/def2-TZVPD) of a cluster of 2 separate species, C8H16N5O in total.

The geometry in XYZ format:
```
30
Properties=species:S:1:pos:R:3:lowdin_charge:R:1
C -3.36201 -3.63367 -2.26379 0.022
C -2.19651 -2.74692 -1.92708 -0.321
N -1.16039 -2.74994 -2.75523 0.215
C -0.30407 -1.85673 -2.16949 -0.292
N 0.85130 -1.60638 -2.76739 0.028
O 1.21122 -2.15853 -3.95487 0.049
N -0.78591 -1.36044 -1.04323 -0.037
C -0.14658 -0.40307 -0.14937 0.017
N -2.01906 -1.92459 -0.91413 0.173
H -4.09551 -3.12676 -2.90616 0.102
H -3.82105 -4.10190 -1.38461 0.093
H -2.95503 -4.44888 -2.87767 0.098
H 1.50440 -0.95706 -2.34841 0.165
H 1.08398 -3.12330 -3.92990 0.130
H -0.22598 -0.68221 0.90692 0.098
H 0.90180 -0.23116 -0.41264 0.069
H -0.64281 0.57719 -0.26388 0.110
H -2.69344 -1.75490 -0.18007 0.199
C 2.17447 4.25186 2.21813 -0.104
C 0.93359 3.49879 2.68442 -0.262
C 1.25567 2.12618 3.28437 -0.184
C 1.83968 1.21382 2.30079 -0.215
N 2.31315 0.50800 1.52691 0.153
H 2.68985 3.71815 1.41745 0.072
H 1.89731 5.23410 1.83511 0.077
H 2.87670 4.39712 3.04085 0.081
H 0.24037 3.38874 1.84671 0.106
H 0.42346 4.09534 3.44273 0.112
H 0.33884 1.67875 3.67519 0.118
H 1.93728 2.23571 4.13001 0.128
```

Computed properties:
E_HOMO ... -0.48190 Ha
Strongest force on any atom ... 0.058 hartree/bohr
Orbital gap ... 10.4 eV
Charge ... +1
DFT total energy ... -663.144613 Eh
Lowest unoccupied orbital energy ... -2.72 eV
ΔE to the lowest compared entry with this formula, charge and spin ... 34.3 kcal/mol
Spin multiplicity ... 1



The following is a DFT calculation (ωB97M-V/def2-TZVPD) of the ion C8H16N5O with charge +1.

The geometry in XYZ format:
```
30
Properties=species:S:1:pos:R:3:lowdin_charge:R:1
C 2.33969 -1.01286 0.07569 -0.238
C 0.34870 0.37134 0.57269 -0.300
C 1.13951 -0.89333 1.00565 0.004
C -2.98002 -0.23849 -0.55027 -0.181
C -3.01116 1.23240 -0.28235 -0.173
C -1.87039 -0.77608 0.33042 -0.126
C -1.53979 1.55630 -0.24707 -0.161
C 2.81163 -2.32220 -0.43007 -0.012
N 0.98792 1.44766 0.35558 0.100
N -0.94693 0.37927 0.32278 -0.073
N 3.00679 0.06202 -0.14482 -0.178
N 3.16382 2.63649 0.00030 0.206
N 2.32346 1.32830 0.50424 -0.024
O 3.96617 0.23501 -0.83729 0.039
H 0.44789 -1.78294 1.14224 0.141
H 1.43912 -0.81770 2.07541 0.143
H -3.92328 -0.79335 -0.17411 0.149
H -2.81897 -0.63596 -1.58856 0.140
H -3.53352 1.69837 -1.20515 0.153
H -3.47109 1.75400 0.53230 0.112
H -2.07525 -0.99495 1.40419 0.145
H -1.31616 -1.58176 -0.17432 0.122
H -1.03138 1.64520 -1.23581 0.148
H -1.44432 2.37148 0.55265 0.156
H 3.64416 -2.15223 -1.29086 0.140
H 2.01969 -2.89080 -0.93291 0.084
H 3.36362 -2.98949 0.38567 0.144
H 4.04710 2.38514 -0.49104 0.101
H 2.59976 3.01312 -0.64670 0.021
H 2.52593 1.29722 1.55996 0.220
```

Computed properties:
E_HOMO ... -0.47403 Ha
Strongest force on any atom ... 0.104 hartree/bohr
Orbital gap ... 9.9 eV
Charge ... +1
DFT total energy ... -662.980482 Eh
SMILES ... CC1=[N+]([O-])[N@@H+](N)N=C(N2CCCC2)C1
Lowest unoccupied orbital energy ... -3.04 eV
ΔE to the lowest compared entry with this formula, charge and spin ... 137.3 kcal/mol
Spin multiplicity ... 1